Record 1
The following is a quantum chemistry calculation of a structure of composition C26H42BrEuN3OP2, from OMol25.

Its molar mass is 706.46 g mol⁻¹. For the HOMO energy (alpha / beta), the calculation gives -10.75 / -12.44 eV. The spin multiplicity is 8. As for the strongest force on any atom: 4.4 eV/Å. As for the HOMO-LUMO gap (alpha / beta): 4.97 / 3.98 eV. Its net charge is +2. The total energy comes out at -142090.5409 eV. For the LUMO energy (alpha / beta), the calculation gives -5.8 / -8.5 eV.

Last column: Mulliken spin population.
Positions of all 76 atoms, in Å:
H: 1.797 5.136 2.490  0.00
C: 2.706 -2.431 1.241  0.34
H: 1.468 3.117 -4.373  0.00
H: 1.485 1.731 -2.318  0.00
H: -1.476 4.251 -2.796  0.00
H: 1.849 1.938 4.742  0.00
C: 0.970 3.816 0.956  0.00
C: 2.987 -1.273 -2.749  0.08
H: -3.198 4.203 -2.440  0.00
C: -2.281 0.551 -4.356  0.00
H: -3.066 -4.571 2.755  0.00
H: 4.324 -3.923 1.270  0.00
H: 1.463 -2.722 -3.375  0.00
H: -1.811 -0.767 -2.712  0.00
H: 0.778 1.530 -4.727  0.00
C: 3.113 -1.719 -1.351  0.26
C: -2.996 -2.572 2.271  0.00
N: -4.224 -2.308 2.754  0.00
H: 3.916 -4.616 3.682  0.02
H: 0.330 2.530 5.433  0.00
H: 3.550 3.247 3.235  0.00
C: 0.999 2.608 4.566  0.00
Eu: -0.745 -0.609 0.526  5.06
H: -0.417 -0.333 -3.697  0.00
H: -2.501 -0.311 -5.001  0.00
H: 0.806 5.932 1.284  0.00
C: 2.181 -3.329 3.908  0.40
H: 4.731 2.248 2.362  0.00
C: 0.554 2.226 -2.643  0.00
C: 2.122 -1.906 -3.681  0.02
C: 1.354 -2.371 3.332  -0.08
C: -2.344 3.587 -2.749  0.00
H: -2.559 3.247 -3.766  0.00
H: 1.276 -0.771 1.901  0.07
C: 2.922 -2.035 -0.166  -0.01
H: -1.582 -4.032 2.037  0.00
C: 3.755 2.746 2.276  0.00
P: -0.819 1.234 -1.899  -0.01
H: 3.816 3.493 1.472  0.00
C: 3.509 -3.457 1.851  -0.01
H: -2.103 2.843 -0.744  0.00
H: -0.263 1.235 3.485  0.00
C: 3.468 0.303 -4.567  0.00
C: 2.730 1.652 1.979  0.01
H: -3.122 1.850 -1.771  0.00
H: 0.108 3.842 0.269  0.00
C: 0.898 5.020 1.882  0.00
O: -2.284 -1.683 1.745  0.00
C: 3.268 -3.864 3.191  0.25
H: 0.543 3.207 -2.138  0.00
H: -4.559 -1.350 2.808  0.00
H: 1.360 3.643 4.527  0.00
C: -1.339 0.075 -3.251  0.00
C: 0.615 2.455 -4.156  0.00
H: -4.741 -3.072 3.167  0.00
H: 1.473 -1.984 -5.782  0.00
H: 0.516 -1.923 3.884  0.00
N: 2.703 -0.361 -5.432  0.00
H: -0.669 2.918 3.226  0.00
C: 3.570 -0.070 -3.209  0.02
C: 1.675 -1.828 2.074  0.50
H: -3.239 0.928 -3.973  0.00
H: -1.827 1.321 -4.992  0.00
C: 2.077 -1.463 -5.023  0.00
C: -2.193 2.435 -1.762  0.00
H: 4.086 0.590 -2.516  0.00
H: 1.850 3.915 0.308  0.00
H: -0.283 2.950 -4.550  0.00
H: 3.976 1.200 -4.948  0.00
H: 2.705 0.918 2.804  -0.01
H: 3.019 1.074 1.080  0.00
P: 0.967 2.145 1.668  0.00
N: -2.539 -3.832 2.332  0.00
Br: 1.761 -3.790 5.765  0.09
H: 0.040 4.990 2.554  0.00
C: 0.185 2.234 3.333  0.00

***

Record 2
The following is a quantum chemistry calculation of a structure of composition C26H42BrMnNOP2, from OMol25.

For the energy above the lowest of the compared OMol25 structures with the same formula, charge and spin, the calculation gives 2.2 kJ/mol. Its molar mass is 581.42 g mol⁻¹. For the HOMO energy (alpha / beta), the calculation gives -13.84 / -13.82 eV. The spin multiplicity is 6. As for the strongest force on any atom: 3.8 eV/Å. As for the HOMO-LUMO gap (alpha / beta): 7.72 / 4.73 eV. Its net charge is +2. The total energy comes out at -151100.5300 eV. For the LUMO energy (alpha / beta), the calculation gives -6.1 / -9.1 eV.

Last column: Mulliken spin population.
Positions of all 74 atoms, in Å:
C: 4.958 -0.633 2.460  0.04
H: -0.737 4.599 -1.785  0.00
H: -0.728 -4.344 -0.603  0.00
H: 2.280 -0.291 6.342  0.00
H: 2.734 -3.890 1.071  0.00
H: -3.751 0.689 -3.928  -0.01
H: 1.270 -2.762 2.667  0.00
H: -3.677 -1.053 -4.261  0.01
H: -4.962 -2.679 -0.046  0.00
N: -0.949 5.970 -4.839  0.01
H: -3.522 2.127 -0.238  -0.01
H: -1.940 -2.837 0.498  0.00
H: -2.836 -1.303 0.488  0.00
C: -2.808 -2.318 0.069  0.00
H: -4.246 -0.601 -1.890  0.01
H: -2.742 0.230 -1.574  -0.07
H: -0.831 -4.574 -2.356  0.00
C: 1.655 0.561 6.051  0.00
H: 2.991 -2.074 -0.086  0.02
H: 3.048 0.992 -0.459  0.00
C: -0.230 2.084 0.634  -0.05
H: -4.212 -3.131 1.496  0.00
H: 5.747 0.036 2.825  0.01
H: 5.283 -1.003 1.481  0.00
C: -2.783 1.578 1.699  0.02
O: 1.674 0.650 4.629  0.01
C: -0.365 1.721 1.974  0.15
H: 0.639 0.418 6.448  0.00
H: 3.349 0.502 3.384  0.00
H: 3.269 -0.142 -1.788  0.00
C: 3.653 0.140 2.387  0.08
C: -0.691 -2.469 -1.756  0.10
H: 0.762 0.790 4.314  -0.01
H: 0.540 1.595 2.566  -0.08
C: -1.187 4.879 -5.565  0.00
H: -2.204 -0.086 -4.220  0.01
P: -2.519 -2.207 -1.755  0.01
C: -2.636 1.930 0.363  -0.03
H: 0.714 -4.115 -1.617  0.00
C: -1.352 2.040 -0.213  0.02
P: 2.154 -0.757 1.777  0.59
C: -0.922 4.631 -2.857  0.01
H: -1.373 2.738 -5.675  -0.01
H: 3.297 -4.309 2.680  0.01
C: -3.194 -0.229 -3.730  0.04
H: 4.444 -0.115 -0.476  0.00
C: -1.277 3.590 -5.005  0.00
H: -0.301 -2.100 -2.724  0.01
Mn: -1.277 0.293 -2.666  4.29
Br: -1.791 0.934 4.271  0.00
H: -3.979 -4.151 0.079  0.00
H: 3.773 1.020 1.739  0.00
C: -1.160 3.457 -3.607  0.01
H: 2.080 1.479 6.474  0.00
C: -0.371 -3.962 -1.569  0.01
C: 2.309 -2.399 2.608  0.07
C: 2.535 -1.080 0.005  0.10
C: -4.067 -3.111 0.411  0.00
C: 3.375 -0.025 -0.704  0.00
C: -1.232 1.843 -1.615  -0.15
H: -0.278 -1.873 -0.925  -0.08
H: 0.739 2.374 0.222  0.00
H: -3.771 1.370 2.100  0.00
H: 1.549 -1.144 -0.482  0.02
C: -3.199 -0.571 -2.217  0.09
C: -0.831 5.867 -3.519  0.00
H: -1.296 5.032 -6.642  0.00
H: 2.627 -2.190 3.640  0.00
H: 4.195 -3.125 1.737  0.00
C: -1.216 2.189 -2.893  -0.25
C: 3.186 -3.475 1.977  0.04
H: -0.646 6.783 -2.953  0.00
H: 4.904 -1.478 3.153  0.00
C: -1.641 1.471 2.515  -0.01

***

Record 3
The following is a quantum chemistry calculation of a structure of composition C26H42BrN3OP2Ti, from OMol25.

For the energy above the lowest of the compared OMol25 structures with the same formula, charge and spin, the calculation gives 237.9 kJ/mol. Its molar mass is 602.36 g mol⁻¹. For the HOMO energy (alpha / beta), the calculation gives -12.59 / -12.59 eV. The spin multiplicity is 3. As for the strongest force on any atom: 4.1 eV/Å. As for the HOMO-LUMO gap (alpha / beta): 6.47 / 2.93 eV. Its net charge is +2. The total energy comes out at -145879.4561 eV. For the LUMO energy (alpha / beta), the calculation gives -6.1 / -9.7 eV.

Last column: Mulliken spin population.
Positions of all 76 atoms, in Å:
C: -1.125 5.661 -7.868  0.00
C: -3.156 -3.257 -2.555  0.07
C: -0.804 -3.638 -4.207  0.06
C: -0.571 4.243 -4.595  0.00
H: -3.619 -0.822 -6.753  0.00
H: 2.479 -2.352 0.786  0.00
C: -3.143 -1.770 -6.487  0.01
C: 3.172 -3.541 -0.901  0.00
N: -1.175 -0.143 3.985  0.00
Ti: -0.004 -0.068 0.030  1.04
C: -0.816 6.054 -6.556  0.00
H: -2.195 2.161 -4.137  0.00
C: -0.684 5.074 -5.494  0.00
C: 2.854 -0.551 -3.753  0.00
H: -0.503 -3.179 -3.256  0.04
C: 0.763 2.431 -1.605  0.02
H: -0.642 9.400 -7.185  0.00
N: -1.069 7.936 -8.593  0.00
H: -4.827 -4.673 -2.689  0.00
H: 3.203 0.595 0.270  0.01
H: -1.273 4.613 -8.120  0.00
C: -0.193 1.424 -1.532  -0.04
H: 4.112 -3.065 -1.181  0.00
H: 3.408 -4.346 -0.194  0.00
Br: 0.241 -2.229 1.775  -0.01
H: -1.987 0.474 -2.320  -0.01
H: -0.397 7.782 -5.302  0.00
C: -0.209 -5.042 -4.354  0.02
H: 2.011 0.334 3.441  0.00
C: -1.377 2.228 -3.426  0.01
H: -4.648 -3.904 -1.110  0.00
C: -0.440 3.274 -3.545  0.00
H: 1.583 2.500 -0.895  0.00
H: -3.087 -2.172 -2.424  0.04
H: 0.797 -0.788 -3.141  0.00
C: -0.018 0.138 3.299  0.00
H: -1.991 -1.249 -4.711  0.03
H: -2.019 -0.262 3.448  0.00
C: -1.242 6.645 -8.857  0.00
C: -2.881 -1.835 -4.980  0.07
P: -2.663 -3.569 -4.320  0.68
H: 4.886 -1.224 0.059  0.00
O: -0.049 0.418 2.042  0.02
H: 0.854 -4.985 -4.618  0.00
C: -1.265 1.282 -2.415  0.02
P: 1.917 -0.911 -1.036  -0.08
H: -0.283 -5.621 -3.428  0.00
C: 4.764 -0.497 -0.749  0.00
C: 0.622 3.364 -2.628  0.00
C: 3.372 0.148 -0.723  0.02
H: 4.990 -0.994 -1.698  0.00
H: -5.322 -2.991 -2.458  0.00
H: -2.411 -3.720 -1.898  0.00
H: 1.730 -2.265 -3.003  0.00
H: 5.536 0.271 -0.602  0.00
H: 1.200 -3.033 -0.197  0.00
H: -3.732 -1.410 -4.430  -0.01
N: 1.172 0.202 3.984  0.00
C: 1.786 -1.178 -2.852  0.01
H: -1.482 6.363 -9.885  0.00
H: 3.317 0.978 -1.443  0.00
H: 2.921 0.535 -3.620  0.00
H: 1.342 4.170 -2.721  0.00
H: 3.851 -0.977 -3.589  0.00
H: -3.803 -2.578 -6.811  0.00
H: -0.429 -2.994 -5.014  -0.01
H: 1.178 0.236 4.969  0.00
H: 2.739 -4.011 -1.786  0.00
H: 2.602 -0.727 -4.808  0.00
H: -0.714 -5.607 -5.143  0.00
C: -4.568 -3.736 -2.189  0.01
H: -1.190 -0.114 4.970  0.00
C: -0.776 8.330 -7.359  0.00
C: -0.638 7.424 -6.300  0.00
C: 2.206 -2.561 -0.270  0.00
H: -2.217 -1.840 -7.063  0.00

***

Record 4
The following is a quantum chemistry calculation of a structure of composition C26H42Cl2FeINO2PSSb, from OMol25.

Its molar mass is 839.08 g mol⁻¹. For the HOMO energy (alpha / beta), the calculation gives -10.41 / -10.41 eV. The spin multiplicity is 2. As for the strongest force on any atom: 2.1 eV/Å. As for the HOMO-LUMO gap (alpha / beta): 7.41 / 7.93 eV. Its net charge is +1. The total energy comes out at -127417.6435 eV. For the LUMO energy (alpha / beta), the calculation gives -3.0 / -2.5 eV.

Last column: Mulliken spin population.
Positions of all 78 atoms, in Å:
H: 4.200 -4.957 3.802  0.00
H: 2.963 1.037 -2.968  0.00
C: 3.680 -1.178 3.264  0.00
C: -1.927 -1.945 2.528  0.00
I: -2.819 -0.367 -1.192  0.02
C: 0.354 -0.444 -3.691  0.00
C: -2.645 0.795 2.395  -0.01
Fe: -0.419 -0.130 0.040  1.09
H: 3.003 5.038 -0.061  0.00
H: -3.406 3.340 0.973  0.00
C: 4.281 -3.006 4.700  0.00
H: 1.664 3.529 1.417  0.00
C: 1.000 -5.439 -1.207  0.00
C: -0.049 0.100 3.297  0.00
C: -1.135 -1.564 -0.991  -0.16
C: -1.884 3.068 -2.709  0.00
H: 0.691 0.123 -4.556  0.00
C: 1.835 -0.901 0.674  0.00
H: -2.933 4.533 -0.225  0.00
H: -2.089 3.648 -3.610  0.00
H: 1.055 -5.749 -2.241  0.00
H: -2.409 -1.839 3.501  0.00
C: -0.756 3.692 -1.898  0.00
C: -0.211 -5.012 0.802  0.00
P: -1.278 -0.341 2.047  -0.04
H: 1.312 5.487 -0.188  0.00
H: -0.511 0.109 4.286  0.00
H: -2.929 0.728 3.448  0.00
S: 0.776 0.439 -2.191  0.00
O: 1.675 0.339 0.757  0.05
H: -1.122 -2.675 2.593  0.00
C: 2.164 -5.082 -0.557  0.00
H: -2.342 1.814 2.175  0.00
H: 0.797 -1.440 -3.704  0.00
C: 3.190 -1.529 0.820  0.00
H: -0.809 5.000 1.090  0.00
H: -1.317 -2.412 -0.345  0.01
Sb: -0.305 2.685 -0.082  0.02
C: 2.574 0.359 -2.212  0.00
C: 0.969 -4.670 1.440  0.00
H: -0.995 4.717 -1.609  0.00
H: -1.223 3.730 2.221  0.00
H: 3.561 -0.113 3.097  0.00
H: 0.163 3.727 -2.483  0.00
N: 3.420 -4.327 1.340  0.00
H: -0.683 -1.742 -1.950  0.01
H: 2.355 2.587 0.121  0.00
H: -1.634 2.054 -3.024  0.00
C: 2.024 4.684 -0.385  0.00
H: 2.072 4.548 -1.465  0.00
H: 0.366 1.082 3.072  0.00
C: 3.635 -3.429 2.424  0.00
H: -3.276 5.031 1.420  0.00
H: -2.815 3.013 -2.142  0.00
C: 2.206 -4.674 0.784  0.00
O: 0.808 -1.620 0.399  -0.01
H: -1.126 -5.011 1.378  0.00
H: 3.923 -0.754 0.591  0.00
H: 0.771 -0.619 3.290  0.00
C: 4.066 -1.646 4.508  0.00
C: 1.655 3.391 0.333  0.00
H: -2.663 -2.293 1.801  0.00
Cl: 0.850 -4.308 3.152  0.00
H: 2.914 -0.656 -2.413  0.00
H: -0.731 -0.529 -3.741  0.00
H: 4.611 -3.375 5.661  0.00
H: 2.920 0.672 -1.232  0.00
H: -1.128 -5.684 -1.019  0.00
H: 4.235 -4.729 0.907  0.00
C: -0.209 -5.396 -0.528  0.00
Cl: 3.655 -5.131 -1.459  0.00
C: 3.474 -2.061 2.205  0.00
H: 4.225 -0.950 5.320  0.00
C: -2.816 4.245 0.821  0.00
H: 3.290 -2.334 0.094  0.00
C: 4.066 -3.892 3.661  0.00
H: -3.512 0.549 1.784  0.00
C: -1.346 4.053 1.185  0.01